#one
ORCA calculation (wB97M-V/def2-TZVPD) on a molecular structure, C3H7IN.

Results
HOMO level (alpha / beta)   -13.711 / -13.190 eV
Total charge   +1
Frontier orbital gap (alpha / beta)   7.7 / 6.3 eV

XYZ file:
```
12
C3H7IN | OMol25 | wB97M-V/def2-TZVPD
C 1.048 1.952 -0.371
C -0.018 1.290 0.143
C -1.022 0.786 -0.730
N -0.189 -2.206 0.523
I -2.299 -0.574 0.141
H 1.877 2.200 0.191
H 1.413 1.685 -1.356
H -0.026 1.054 1.199
H -0.977 0.896 -1.782
H -0.392 -2.498 1.458
H 0.005 -3.015 0.013
H 0.579 -1.568 0.572
```



#two
ORCA calculation (wB97M-V/def2-TZVPD) on a molecular structure, C3H7IN.

Results
HOMO level   -13.964 eV
Total charge   +1
Frontier orbital gap   9.7 eV

XYZ file:
```
12
C3H7IN | OMol25 | wB97M-V/def2-TZVPD
C -1.137 0.452 1.591
C -1.012 0.150 0.309
C -0.202 -0.990 -0.164
N 0.753 -0.606 -1.257
I -1.373 -2.687 -0.870
H -1.756 1.268 1.920
H -0.636 -0.110 2.362
H -1.550 0.706 -0.446
H 0.613 -1.386 0.927
H 1.458 0.062 -0.910
H 1.234 -1.437 -1.630
H 0.236 -0.156 -2.030
```



Stability, highest: #two



#one
ORCA calculation (wB97M-V/def2-TZVPD) on a gas-phase ion, C3H8NO2 (charge +1).

Results
Structure (SMILES)   [NH3+]CCC(=O)O
HOMO level   -14.790 eV
Total charge   +1
Frontier orbital gap   10.9 eV

XYZ file:
```
14
C3H8NO2 | OMol25 | wB97M-V/def2-TZVPD
C -0.273 -0.540 -1.072
C -0.769 -0.648 0.435
C 0.187 -0.317 1.534
O 1.066 0.729 1.344
O 0.098 -0.748 2.648
N 0.239 0.867 -1.283
H 0.527 -1.252 -1.258
H -1.221 -0.829 -1.540
H -1.172 -1.660 0.600
H -1.591 0.082 0.522
H 1.750 0.631 2.024
H 1.176 0.912 -1.726
H 0.393 1.348 -0.386
H -0.410 1.425 -1.842
```



#two
ORCA calculation (wB97M-V/def2-TZVPD) on a molecular structure, C3H8NO2.

Results
HOMO level (alpha / beta)   -13.218 / -13.219 eV
Total charge   +1
Frontier orbital gap (alpha / beta)   8.9 / 8.9 eV

XYZ file:
```
14
C3H8NO2 | OMol25 | wB97M-V/def2-TZVPD
C 2.480 0.574 -0.280
C 0.689 0.397 -0.465
C -1.703 -0.090 -0.571
N -0.343 -0.617 -0.407
O 1.485 0.573 0.607
O 1.748 0.232 -1.307
H -0.854 0.552 2.849
H 3.476 0.836 -0.070
H -0.746 -0.007 2.244
H -1.667 0.070 -1.746
H -2.409 -1.040 -0.434
H -1.883 0.836 -0.072
H 0.028 -1.385 -0.944
H -0.302 -0.930 0.596
```



Stability, highest: #one



#one
ORCA calculation (wB97M-V/def2-TZVPD) on C3H2Cl2O in the gas phase.

Results
Structure (SMILES)   O=C=C(Cl)CCl
HOMO level   -9.404 eV
Frontier orbital gap   9.2 eV

XYZ file:
```
8
C3H2Cl2O | OMol25 | wB97M-V/def2-TZVPD
C -0.910 0.352 0.127
C 0.517 0.026 -0.120
C 1.297 -0.892 0.395
O 1.972 -1.792 0.671
Cl 1.486 1.150 -1.082
Cl -2.060 -0.030 -1.286
H -1.019 1.418 0.328
H -1.283 -0.232 0.966
```



#two
ORCA calculation (wB97M-V/def2-TZVPD) on 2 unconnected molecules or ions with the total composition C3H2Cl2O.

Results
Structure (SMILES)   ClC#CCl.C=O
HOMO level   -9.633 eV
Frontier orbital gap   10.2 eV

XYZ file:
```
8
C3H2Cl2O | OMol25 | wB97M-V/def2-TZVPD
C -0.619 -1.217 -1.475
C -1.593 -0.501 -1.386
C 1.098 0.852 1.406
O 1.348 1.445 0.404
Cl 0.926 -1.682 -1.630
Cl -3.022 0.156 -1.084
H 1.802 0.272 2.093
H 0.059 0.675 1.672
```



Stability, highest: #one